Density functional theory data (wB97M-V/def2-TZVPD) for a cluster of 2 separate species, C4N4O in total.

For the HOMO energy (spin up / spin down), the calculation gives -11.8 / -11.7 eV. As for the LUMO energy (spin up / spin down): -3.8 / -3.4 eV. The value obtained for the orbital gap (spin up / spin down) is 8.1 / 8.3 eV. For the energy, the calculation gives -446.42576 a.u. As for the energy relative to the best compared isomer or geometry (same formula, charge and spin): 63.9 kcal/mol. The largest force on an atom comes out at 4.1 eV Å⁻¹.

Bonds (Å) are listed after each position.
CARTESIAN COORDINATES (ANGSTROEM)
1 C 1.880 -0.012 0.288  C4 1.395, N5 1.144
2 C -0.105 1.358 -0.328  C4 1.396, N6 1.149
3 C -2.115 -0.584 0.169  N7 1.166
4 C 0.541 0.148 -0.069  C1 1.395, C2 1.396, N8 1.283
5 N 2.976 -0.248 0.517  C1 1.144
6 N -0.500 2.371 -0.701  C2 1.149
7 N -3.105 -0.310 0.719  C3 1.166
8 N 0.000 -1.008 -0.204  C4 1.283, O9 1.193
9 O 0.317 -2.150 -0.334  N8 1.193